w) This record from the Open Molecules 2025 dataset describes a cluster of 6 separate species, C6H22FN8O5 in total. The level of theory is ωB97M-V with the def2-TZVPD basis set.

Last column: Mulliken charge in e.
CARTESIAN COORDINATES (ANGSTROEM)
1 F -0.48856 -0.57329 -1.89181  -0.991
2 C -1.72876 6.01921 0.66924  -0.924
3 C -1.36297 4.61057 1.21970  -0.230
4 O -2.27740 3.74900 0.60877  -0.534
5 H -2.71829 6.29809 1.03143  0.249
6 H -1.75287 6.03683 -0.42035  0.266
7 H -1.00411 6.80694 0.87530  0.323
8 H -1.60636 4.51828 2.27816  0.175
9 H -0.34194 4.23853 1.13494  0.335
10 H -1.82427 3.06208 0.11440  0.334
11 C -5.41285 -0.39461 -5.84220  0.607
12 O -4.70931 -1.34864 -5.76284  -0.615
13 N -5.01791 0.80374 -5.56686  -0.401
14 N -6.53433 -0.38815 -6.48345  -0.389
15 H -4.20266 0.89495 -4.97767  0.268
16 H -5.71504 1.53343 -5.60782  0.152
17 H -6.83746 -1.29480 -6.80933  0.225
18 H -7.07187 0.46658 -6.45895  0.153
19 C -0.66844 -5.71462 1.99316  0.629
20 O -0.21928 -6.06130 0.89815  -0.674
21 N -0.92762 -6.57496 2.93956  -0.399
22 N -1.02935 -4.50502 2.24047  -0.408
23 H -1.22322 -6.32524 3.87250  0.170
24 H -0.62372 -7.50422 2.68617  0.229
25 H -0.82758 -3.85416 1.49497  0.269
26 H -1.19865 -4.21467 3.19290  0.183
27 C 5.41085 0.97173 -2.81913  0.579
28 O 4.95193 0.04134 -3.50784  -0.664
29 N 4.63728 1.47856 -1.94316  -0.438
30 N 6.64229 1.30229 -2.65231  -0.386
31 H 3.68353 1.16317 -2.04801  0.277
32 H 4.75703 2.41072 -1.57325  0.205
33 H 6.97718 1.79133 -1.83451  0.195
34 H 7.33437 0.83996 -3.22447  0.230
35 C 2.62567 -1.13370 5.66418  0.646
36 O 2.28223 -0.70849 6.77500  -0.693
37 N 2.62978 -0.45051 4.57459  -0.387
38 N 3.20637 -2.28045 5.60485  -0.411
39 H 2.60225 -0.94141 3.69234  0.213
40 H 2.45406 0.54328 4.53468  0.206
41 H 3.79471 -2.56766 4.83577  0.198
42 H 3.33523 -2.74462 6.49255  0.227

As for the HOMO energy: -3.164 eV. As for the total charge: -1. Its spin multiplicity is 1. Its LUMO energy is 0.0803 Eh. The orbital gap is 0.1966 hartree.

***

x) This record from the Open Molecules 2025 dataset describes a cluster of 6 separate species, C6H22FN8O5 in total. The level of theory is ωB97M-V with the def2-TZVPD basis set.

Last column: Mulliken charge in e.
CARTESIAN COORDINATES (ANGSTROEM)
1 F 2.46650 -3.38233 21.83847  -0.888
2 C 6.92939 -5.03564 21.79862  -1.423
3 C 5.46979 -4.67307 22.01235  0.193
4 O 5.26712 -3.30484 21.70880  -0.606
5 H 7.16756 -6.10035 21.79873  0.384
6 H 7.52195 -4.51508 22.55487  0.303
7 H 7.30916 -4.72430 20.82260  0.342
8 H 5.20125 -4.78367 23.06500  0.206
9 H 5.01100 -5.41663 21.35009  0.159
10 H 4.29864 -3.21004 21.67382  0.310
11 C 1.29008 -5.33340 24.38828  0.477
12 O 0.68743 -6.12419 25.10427  -0.707
13 N 1.06627 -3.99474 24.36351  -0.313
14 N 2.33870 -5.69455 23.58570  -0.190
15 H 1.70223 -3.52663 23.73139  0.272
16 H 0.21320 -3.73460 24.82229  0.203
17 H 2.76480 -6.59888 23.55952  0.146
18 H 2.65935 -4.95476 22.96890  0.157
19 C 2.94211 0.52174 20.70405  0.637
20 O 3.22709 1.69062 20.40432  -0.725
21 N 2.91307 -0.44501 19.76840  -0.260
22 N 2.99316 0.03783 21.97434  -0.262
23 H 2.77961 -1.37510 20.12493  0.142
24 H 3.14061 -0.22975 18.81789  0.182
25 H 3.12165 0.65977 22.74734  0.170
26 H 3.00766 -0.96665 22.03355  0.144
27 C 1.14310 -5.33822 19.21348  0.433
28 O 0.57551 -5.83615 18.25213  -0.703
29 N 2.46298 -5.00472 19.24280  -0.347
30 N 0.56870 -5.00472 20.43644  -0.263
31 H 2.86095 -5.08319 18.32124  0.194
32 H 2.80575 -4.66085 20.12605  0.300
33 H 1.19600 -4.72347 21.17148  0.149
34 H -0.32209 -5.44159 20.60473  0.202
35 C -0.37220 -1.15341 21.43096  0.483
36 O -0.92522 -0.04357 21.37467  -0.732
37 N 0.12297 -1.77575 20.34604  -0.164
38 N 0.03580 -1.67360 22.60302  -0.271
39 H 0.90833 -2.39473 20.47932  0.027
40 H -0.23531 -1.61023 19.42631  0.164
41 H 0.60507 -2.50362 22.59349  0.307
42 H -0.17087 -1.24617 23.48444  0.168

As for the HOMO energy: -6.609 eV. As for the total charge: -1. Its spin multiplicity is 1. Its LUMO energy is 0.1059 Eh. The orbital gap is 0.3488 hartree.

***

The winner here is x), beating the second structure by 555.7 kJ/mol.

***

w) This record from the Open Molecules 2025 dataset describes a cluster of 2 separate species, C3H8S in total. The level of theory is ωB97M-V with the def2-TZVPD basis set.

Last column: Mulliken charge in e.
CARTESIAN COORDINATES (ANGSTROEM)
1 C 0.49691 1.41409 -1.71318  -0.602
2 S -0.01603 0.25658 -3.01658  -0.174
3 H 0.44540 2.44671 -2.16304  0.267
4 H -0.05425 1.23932 -0.87173  0.190
5 H 1.71099 1.28471 -1.43242  0.220
6 H -0.16222 1.11828 -3.99167  0.099
7 C -0.63525 -0.77188 2.47629  -0.525
8 C -0.22232 -1.84427 1.93978  -0.375
9 H -0.34627 -0.47949 3.44765  0.217
10 H -1.31118 -0.08024 2.12362  0.266
11 H 0.62596 -2.49247 2.27044  0.211
12 H -0.53173 -2.09134 0.93084  0.207

As for the HOMO energy: -9.046 eV. Its spin multiplicity is 1. Its LUMO energy is 0.0344 Eh. The orbital gap is 0.3669 hartree.

***

x) This record from the Open Molecules 2025 dataset describes the molecule C3H8S. The level of theory is ωB97M-V with the def2-TZVPD basis set.

Last column: Mulliken charge in e.
CARTESIAN COORDINATES (ANGSTROEM)
1 C 0.57583 1.83193 0.34877  -1.088
2 C -0.53891 1.03505 -0.35127  -0.349
3 S -0.22197 -0.81126 -0.63535  -0.093
4 C 0.29590 -1.38454 0.93676  -0.870
5 H 0.13203 2.81804 0.46394  0.315
6 H 1.35169 2.09622 -0.18660  0.367
7 H 0.82695 1.27194 1.26326  0.299
8 H -0.82191 1.59366 -1.34378  0.281
9 H -1.47011 0.99119 0.35591  0.255
10 H 0.97044 -0.75199 1.43940  0.243
11 H -0.40128 -1.70374 1.74725  0.305
12 H 0.96670 -2.22988 0.82063  0.335

As for the HOMO energy: -8.472 eV. Its spin multiplicity is 1. Its LUMO energy is 0.0392 Eh. The orbital gap is 0.3506 hartree.

***

The winner here is x), beating the second structure by 83.8 kJ/mol.

***

w) This record from the Open Molecules 2025 dataset describes a cluster of 2 separate species, C3H8S in total. The level of theory is ωB97M-V with the def2-TZVPD basis set.

Last column: Mulliken charge in e.
CARTESIAN COORDINATES (ANGSTROEM)
1 C 1.59177 -0.13707 -1.40495  -0.715
2 S 0.57099 -1.23524 -0.32379  -0.202
3 H 1.09004 0.83761 -1.63533  0.248
4 H 2.07107 -0.68307 -2.29544  0.281
5 H 2.50517 0.09821 -0.88354  0.264
6 H -0.28287 -1.65155 -1.26454  0.111
7 C -1.83723 1.54396 0.65628  -0.452
8 C -1.23687 1.21093 1.80107  -0.482
9 H -2.14356 0.76274 0.03294  0.261
10 H -1.76294 2.57486 0.41729  0.240
11 H -1.12485 0.19695 2.12271  0.251
12 H -0.59398 1.92120 2.37211  0.196

As for the HOMO energy: -9.044 eV. Its spin multiplicity is 1. Its LUMO energy is 0.0345 Eh. The orbital gap is 0.3669 hartree.

***

x) This record from the Open Molecules 2025 dataset describes a cluster of 2 separate species, C3H8S in total. The level of theory is ωB97M-V with the def2-TZVPD basis set.

Last column: Mulliken charge in e.
CARTESIAN COORDINATES (ANGSTROEM)
1 S 1.89536 -0.19597 -4.84187  -0.315
2 H 1.11097 0.61850 -5.46653  0.143
3 H 1.97994 -1.55938 -5.29301  0.172
4 C -0.50545 1.01826 3.80960  -0.837
5 C -1.80572 0.30360 3.78238  0.128
6 C -2.02270 -0.94851 3.42978  -0.832
7 H 0.38522 0.49072 3.34237  0.264
8 H -0.47612 2.15059 3.41267  0.254
9 H -0.32976 1.30739 4.95301  0.212
10 H -2.71631 0.86213 4.08950  0.245
11 H -2.93009 -1.26853 3.03962  0.254
12 H -1.34643 -1.70610 3.26175  0.313

As for the HOMO energy: -9.232 eV. Its spin multiplicity is 1. Its LUMO energy is 0.0289 Eh. The orbital gap is 0.3682 hartree.

***

The winner here is w), beating the second structure by 85.1 kJ/mol.

***

w) This record from the Open Molecules 2025 dataset describes a cluster of 9 separate species, C20H61N3O9 in total. The level of theory is ωB97M-V with the def2-TZVPD basis set.

Last column: Mulliken charge in e.
CARTESIAN COORDINATES (ANGSTROEM)
1 C -0.01514 0.78995 1.90410  -1.072
2 C 0.60701 -0.46004 1.31005  0.361
3 C -0.38314 -1.12777 0.38059  -0.515
4 O 1.69436 -0.01277 0.49968  -0.248
5 H -0.86081 0.62658 2.58301  0.405
6 H -0.41574 1.43311 1.11607  0.063
7 H 0.67370 1.40136 2.49099  0.332
8 H 0.96249 -1.15844 2.07165  0.276
9 H -1.20749 -1.47374 1.02181  0.325
10 H 0.03437 -1.98355 -0.14573  0.225
11 H -0.91633 -0.42949 -0.26393  -0.130
12 H 1.33173 0.68016 -0.09959  0.285
13 C -0.42341 -8.90198 3.58297  -1.481
14 C -0.62420 -8.12871 2.30592  0.415
15 C -0.47008 -6.57795 2.55820  -0.691
16 O -0.49248 -5.97569 1.28537  -0.331
17 C -0.51498 -4.55707 1.28832  -0.824
18 N 0.23138 -8.58684 1.19839  -0.750
19 H -1.15529 -8.58524 4.33209  0.370
20 H 0.55152 -8.82801 4.06714  0.363
21 H -0.65881 -9.94368 3.35599  0.360
22 H -1.66955 -8.25784 2.00998  0.256
23 H 0.44384 -6.38935 3.13122  0.328
24 H -1.36781 -6.28862 3.11573  0.361
25 H -1.24519 -4.14967 1.99111  0.352
26 H -0.83319 -4.24574 0.29435  0.307
27 H 0.49835 -4.18743 1.45850  0.311
28 H 1.19303 -8.44836 1.50071  0.270
29 H 0.01648 -7.86984 0.50897  0.391
30 C 0.82437 -0.05902 -3.46284  -1.445
31 C 0.93704 1.13377 -4.40864  0.589
32 C 0.10538 0.86610 -5.68700  -0.728
33 O 0.71245 -0.11445 -6.50382  -0.355
34 C 1.81967 0.34607 -7.23279  -0.725
35 N 0.46311 2.32333 -3.67683  -0.476
36 H -0.17335 -0.34554 -3.12955  0.204
37 H 1.39333 0.06805 -2.54004  0.330
38 H 1.29315 -0.92913 -3.93029  0.476
39 H 1.96764 1.39868 -4.65091  0.297
40 H -0.06717 1.80875 -6.23021  0.406
41 H -0.91261 0.49990 -5.53049  0.256
42 H 1.57107 1.14374 -7.93840  0.304
43 H 2.17657 -0.49253 -7.83678  0.279
44 H 2.70164 0.59385 -6.63420  0.282
45 H 0.52509 3.15116 -4.25800  0.246
46 H -0.49523 2.12003 -3.40559  -0.010
47 C -0.77968 6.04290 2.42218  -1.439
48 C -1.50833 5.83404 1.06544  0.854
49 C -2.82579 5.09404 1.22378  -0.739
50 O -2.55619 3.81799 1.75570  -0.172
51 C -3.64123 2.93091 1.85777  -0.713
52 N -1.65458 7.08848 0.34768  -0.686
53 H -1.49308 6.36537 3.18628  0.289
54 H 0.02330 6.78102 2.40719  0.445
55 H -0.30973 5.12461 2.78167  0.275
56 H -0.84493 5.17853 0.49574  -0.163
57 H -3.24185 4.94195 0.21983  0.397
58 H -3.58567 5.62077 1.81304  0.405
59 H -4.29901 3.02613 0.98820  0.463
60 H -4.26283 3.29575 2.68996  0.366
61 H -3.31942 1.93150 2.11356  -0.106
62 H -0.78353 7.59336 0.29635  0.274
63 H -2.34294 7.66465 0.81833  0.250
64 C 5.13485 1.20356 1.13761  -0.658
65 O 4.66971 0.63030 -0.07151  -0.522
66 H 6.10824 0.79036 1.41772  0.299
67 H 5.28773 2.28118 1.03402  0.249
68 H 4.46933 1.03926 1.98721  0.243
69 H 3.84537 0.18358 0.15758  0.344
70 C -4.69822 -0.48388 -0.41082  -0.763
71 O -3.72432 0.30167 0.27528  -0.390
72 H -5.67854 -0.33743 0.04859  0.333
73 H -4.79712 -0.26318 -1.47112  0.303
74 H -4.37894 -1.52168 -0.27749  0.256
75 H -3.94902 0.44361 1.19092  0.253
76 C 4.06830 -2.70450 3.72586  -0.381
77 O 5.13490 -3.55167 3.36370  -0.511
78 H 3.39529 -2.43165 2.90859  0.045
79 H 3.47506 -3.02611 4.58454  0.297
80 H 4.45833 -1.72636 4.03493  0.246
81 H 5.10871 -4.31843 3.93887  0.310
82 C -2.28056 2.86506 -2.01811  -0.566
83 O -2.29004 1.44522 -2.05873  -0.430
84 H -2.40044 3.33866 -2.99233  0.461
85 H -3.01936 3.20945 -1.29220  0.147
86 H -1.30286 3.18993 -1.64014  0.167
87 H -2.73272 1.15839 -1.25125  0.173
88 C 2.47888 3.24435 -0.93863  -0.728
89 O 1.58578 2.14994 -1.04913  -0.322
90 H 3.16424 3.25375 -1.78967  0.286
91 H 2.04192 4.23148 -0.75976  0.232
92 H 3.10360 3.04098 -0.06331  0.210
93 H 1.32064 2.15609 -2.00126  0.171

As for the HOMO energy: -9.194 eV. Its spin multiplicity is 1. Its LUMO energy is 0.0127 Eh. The orbital gap is 0.3506 hartree.

***

x) This record from the Open Molecules 2025 dataset describes a structure of composition C20H61N3O9. The level of theory is ωB97M-V with the def2-TZVPD basis set.

Last column: Mulliken charge in e.
CARTESIAN COORDINATES (ANGSTROEM)
1 C 3.49509 -0.66405 -1.22209  -0.962
2 C 2.97718 0.79007 -1.23496  -0.465
3 O 1.65693 0.71300 -0.96721  -0.923
4 H 4.52078 -0.72658 -1.58561  0.507
5 H 3.03404 -1.30255 -1.97565  0.340
6 H 3.47852 -1.21121 -0.27952  0.059
7 H 3.12648 1.35773 -2.15342  0.442
8 H 3.52687 1.25272 -0.41526  0.425
9 H 1.18497 1.46229 -1.33791  0.289
10 C -2.62594 -0.32921 -1.33076  -0.918
11 C -2.56919 -0.80639 -2.83008  -0.454
12 O -3.87489 -1.33867 -3.05976  -0.675
13 H -2.85325 -1.09650 -0.59069  0.100
14 H -3.35456 0.48117 -1.30860  1.308
15 H -1.74428 0.27226 -1.10942  1.885
16 H -1.82375 -1.54283 -3.13021  0.557
17 H -2.36303 0.01785 -3.51290  -0.034
18 H -4.61251 -0.72810 -2.99105  0.347
19 C -2.98045 2.00794 1.30354  -1.554
20 C -2.10619 1.96268 0.04791  1.043
21 O -2.81110 1.84036 -1.16226  -0.605
22 H -2.28652 2.38480 2.05490  0.163
23 H -3.33877 1.03492 1.63960  0.383
24 H -3.83969 2.67639 1.24897  0.392
25 H -1.47001 1.07920 0.10115  -1.119
26 H -1.50291 2.87039 0.03376  0.281
27 H -2.23295 1.87590 -1.92782  0.387
28 C -1.63301 -1.77590 1.15328  -0.283
29 C -0.74413 -2.42169 0.02680  -1.106
30 O 0.56650 -1.96871 -0.03297  -0.714
31 H -2.48792 -2.42749 1.33399  0.419
32 H -1.96063 -0.77108 0.88663  -0.196
33 H -1.01564 -1.72889 2.05035  0.620
34 H -1.23512 -2.19774 -0.92024  0.263
35 H -0.86016 -3.46561 0.31812  0.482
36 H 0.45700 -1.02518 -0.17206  2.176
37 C -1.13876 0.30808 1.67788  -1.965
38 C -0.74081 1.29675 2.75989  0.823
39 C -0.83911 0.79673 4.22980  -1.182
40 O -2.18794 0.39559 4.42839  -0.269
41 C -2.49593 0.05445 5.73106  -0.831
42 N 0.60322 1.74673 2.49263  -1.076
43 H -0.56687 -0.60573 1.83915  -0.062
44 H -0.83165 0.68449 0.70213  0.851
45 H -2.17482 -0.03029 1.66393  -0.079
46 H -1.36002 2.18720 2.65141  0.417
47 H -0.52626 1.54541 4.95761  0.561
48 H -0.10130 0.01666 4.41749  0.220
49 H -1.81918 -0.72611 6.07868  0.318
50 H -3.53186 -0.28252 5.69367  0.248
51 H -2.50701 0.89386 6.42631  0.299
52 H 0.73781 1.75179 1.49165  0.486
53 H 1.13444 0.92175 2.73203  0.244
54 C 0.25372 -0.37492 -6.21165  -1.579
55 C -0.93814 0.17937 -5.48419  0.576
56 C -0.62001 0.79558 -4.12039  -1.639
57 O -0.15395 -0.27799 -3.25516  -0.431
58 C 0.17271 0.13972 -1.96245  0.160
59 N -1.53939 1.17204 -6.35613  -0.713
60 H 0.76073 -1.16855 -5.66284  0.293
61 H 0.92331 0.42916 -6.51695  0.337
62 H -0.01500 -0.92557 -7.11313  0.482
63 H -1.67138 -0.56601 -5.17618  0.259
64 H -1.57050 1.11095 -3.69003  0.806
65 H 0.05698 1.64875 -4.07676  0.451
66 H 0.77175 -0.67778 -1.56128  -0.724
67 H -0.74950 0.13969 -1.38139  -0.929
68 H 0.67766 1.10469 -2.00664  1.075
69 H -1.70105 0.67275 -7.21907  0.322
70 H -0.85654 1.89901 -6.51526  0.304
71 C 3.84095 -2.85600 3.84621  -1.770
72 C 3.51611 -1.71194 2.90031  0.702
73 C 2.37408 -0.70702 3.27255  -0.208
74 O 2.13483 0.46418 2.46921  -0.342
75 C 2.19689 0.22294 1.05604  -3.377
76 N 4.79695 -1.06551 2.52943  -0.699
77 H 4.65712 -3.53163 3.59031  0.416
78 H 2.96743 -3.49305 3.98485  0.382
79 H 4.06538 -2.44399 4.83007  0.412
80 H 3.29526 -2.15139 1.92757  0.021
81 H 2.56750 -0.49631 4.32435  0.562
82 H 1.43557 -1.25877 3.32613  0.011
83 H 3.24249 0.12688 0.76349  1.078
84 H 1.82380 1.13160 0.58355  2.047
85 H 1.61415 -0.62666 0.70010  2.247
86 H 5.26810 -0.89107 3.40561  0.320
87 H 4.65164 -0.11903 2.20826  0.291
88 O 0.16790 -0.12132 0.03925  0.091
89 H 1.09612 0.06781 -0.09810  -1.734
90 H -0.29110 0.55520 -0.45862  -1.932
91 O -0.27411 1.73951 -1.02649  -0.848
92 H 0.49733 2.30617 -1.02231  0.507
93 H -0.79762 2.05227 -1.76429  0.909

As for the HOMO energy: -7.308 eV. Its spin multiplicity is 1. Its LUMO energy is -0.0263 Eh. The orbital gap is 0.2422 hartree.

***

The winner here is w), beating the second structure by 4175.9 kJ/mol.